68
Properties=species:S:1:pos:R:3 method="wB97M-V/def2-TZVPD" max_force_ev_per_a=0.58 gap_ev=5.1 e_lumo_ev=-11.555 total_charge=+3 homo_energy_ev=-16.6 e_above_lowest_ev=0.0000
Pt -0.68869 0.03484 0.46857
C -0.70248 -1.23248 3.28413
N -0.30297 0.04547 2.52627
C -0.97398 1.23351 3.26551
N -0.60175 1.24469 4.63760
C -1.01518 0.00186 5.28874
N -0.34224 -1.13747 4.65927
C 1.10927 -0.96856 4.78276
N 1.52578 0.27196 4.12544
C 1.22127 0.21866 2.73515
C 0.84960 1.41117 4.75594
H -0.17212 -2.06307 2.82342
H -1.77566 -1.35787 3.17528
H -2.04988 1.08995 3.17206
H -0.65960 2.14354 2.76509
H -2.09721 -0.11653 5.20856
H -0.75153 0.03776 6.34372
H 1.61921 -1.81889 4.32757
H 1.37860 -0.92745 5.83612
H 1.70374 -0.64454 2.27942
H 1.50798 1.13909 2.22827
H 1.15644 2.33869 4.27261
H 1.12592 1.45626 5.80729
N 3.43625 -0.75545 -0.77065
C 2.14952 -0.89315 -0.54829
O 1.47525 0.04822 -0.06641
C 1.53721 -2.21745 -0.95903
I -0.37011 -2.56901 -0.03946
H 3.88234 0.13499 -0.58343
H 4.00396 -1.48769 -1.17386
H 2.15666 -3.06634 -0.67619
H 1.35985 -2.23567 -2.03472
Br -2.74939 3.32564 -5.26085
C -1.95724 2.31841 -3.91718
C -1.91058 0.91502 -4.04398
N -1.37617 0.13992 -3.11530
C -0.84389 0.74875 -2.06627
C -0.86444 2.10897 -1.81218
C -1.42821 2.92531 -2.78510
C -0.28793 2.68147 -0.54537
O 0.36817 3.66346 -0.48585
O -0.61414 2.00201 0.60629
H -2.32031 0.43274 -4.92315
H -0.22960 0.06670 -1.44222
H -1.44347 4.00164 -2.66452
C -3.96638 -0.81490 1.97583
As -3.12147 0.23472 0.60068
C -3.62745 2.06097 0.91833
C -3.89587 -0.29450 -1.12286
C -5.38448 -0.30753 -0.95153
C -6.04408 -1.48656 -0.60239
C -7.42031 -1.49248 -0.44718
C -8.14504 -0.32018 -0.63316
C -7.49561 0.85512 -0.98776
C -6.11833 0.86310 -1.14575
H -5.03615 -0.73397 1.77667
H -3.75816 -0.39627 2.95766
H -3.67609 -1.86261 1.92745
H -4.70680 2.05207 1.07354
H -3.38089 2.66118 0.04516
H -3.12553 2.46518 1.79240
H -3.47886 -1.25847 -1.41223
H -3.56074 0.46600 -1.82712
H -5.48594 -2.40967 -0.48411
H -7.93257 -2.41159 -0.19725
H -9.22036 -0.32790 -0.51762
H -8.06466 1.75917 -1.15650
H -5.61833 1.77591 -1.45304

***

61
Properties=species:S:1:pos:R:3 method="wB97M-V/def2-TZVPD" max_force_ev_per_a=4.53 gap_ev=7.5 e_lumo_ev=2.594 total_charge=-1 homo_energy_ev=-4.9
C -1.58938 4.90606 1.99505
C -2.69917 3.81797 2.07840
C -3.06505 3.18745 0.72562
C -2.02256 2.20764 0.13523
C -0.75939 1.87636 0.93372
C -0.92575 0.84310 2.03655
C 0.00608 0.81931 3.05787
C -0.02661 -0.09155 4.07528
C -1.02917 -1.04762 4.09477
C -1.02964 -2.07197 5.21981
C -1.96878 -1.02132 3.10596
C -1.92106 -0.10138 2.08292
C -1.40180 2.96470 -1.15733
O -1.42868 2.04116 -2.20511
B -2.44050 1.03601 -1.93559
Br -4.10208 1.66524 -3.10905
C -2.14246 -0.45525 -2.47942
C -0.69134 -0.86707 -2.16447
C -0.29340 -2.24373 -2.73242
N 1.15680 -2.36703 -2.99764
C 1.93625 -2.28733 -1.77271
C 3.40804 -2.60011 -1.95264
C 3.99110 -3.56513 -1.16750
C 5.33073 -3.83662 -1.28664
C 6.10269 -3.15614 -2.18234
C 5.53278 -2.20459 -2.98543
C 4.19647 -1.92944 -2.86159
O 3.62784 -0.95222 -3.66669
O -2.68454 1.16599 -0.51633
H -1.97988 5.91998 2.06360
H -0.90281 4.73047 2.83246
H -0.98355 4.74976 1.09933
H -3.59935 4.34546 2.42470
H -2.49785 3.08028 2.85887
H -3.97605 2.59752 0.88478
H -3.34951 3.99110 0.04429
H -0.04852 1.44827 0.21441
H -0.26934 2.75057 1.36229
H 0.80684 1.55715 3.02437
H 0.75138 -0.03612 4.83107
H -1.36803 -1.62083 6.15510
H 0.00442 -2.39815 5.35924
H -1.64185 -2.92324 4.91756
H -2.75426 -1.77271 3.11318
H -2.67999 -0.13061 1.30836
H -0.31673 3.14212 -1.02911
H -1.81371 3.95892 -1.38633
H -2.82544 -1.15045 -1.97502
H -2.26650 -0.49361 -3.56515
H -0.56256 -0.87976 -1.07432
H 0.00750 -0.13035 -2.58221
H -0.51559 -3.02202 -1.98855
H -0.85668 -2.51287 -3.63041
H 1.38542 -1.60651 -3.62556
H 1.49593 -2.98278 -1.05198
H 1.87861 -1.29145 -1.29629
H 3.39434 -4.11465 -0.44829
H 5.77614 -4.61222 -0.67106
H 7.16489 -3.34996 -2.28347
H 6.09110 -1.65182 -3.73309
H 3.38421 -1.32396 -4.52106